Entry from the Open Molecules 2025 dataset: C32H83FeN7O11 as an isolated structure (wB97M-V/def2-TZVPD).

Structure (XYZ):
```
134
Properties=species:S:1:pos:R:3:forces:R:3:lowdin_charge:R:1
Fe -1.812 0.381 1.594 0.98 1.06 -0.39 0.815
C -1.583 2.339 5.176 -0.15 0.80 -0.24 0.002
C -1.445 1.906 3.704 -0.80 -2.18 1.17 -0.696
O -2.259 2.312 2.848 -0.29 0.63 -0.28 -0.053
O -0.709 0.908 3.449 0.54 0.21 0.15 -0.088
H -0.693 2.858 5.533 -0.08 0.36 -0.16 0.058
H -1.733 1.569 5.933 0.14 -0.69 -0.65 0.074
H -2.483 2.950 5.239 0.32 0.44 0.06 0.074
C -0.369 -3.142 0.012 -0.81 -0.01 -0.07 0.024
C -0.879 -1.780 0.451 0.88 -0.97 1.14 -0.717
O -1.659 -1.107 -0.203 -1.93 0.47 -2.29 -0.043
O -0.469 -1.280 1.524 1.00 -0.48 1.60 -0.083
H -1.112 -3.665 -0.590 0.08 0.40 -0.48 0.077
H -0.235 -3.843 0.835 0.64 0.47 0.23 0.062
H 0.531 -2.928 -0.564 0.15 -0.51 0.03 0.082
C 0.567 -4.186 4.137 0.46 -0.71 0.58 -0.066
C 1.899 -3.471 3.982 0.06 -0.51 -1.63 -0.388
C 2.751 -4.285 2.909 -0.40 -0.91 0.34 -0.150
O 3.212 -5.601 3.367 -0.51 1.27 -0.02 -0.211
C 4.054 -6.274 2.433 -0.06 0.27 1.34 -0.112
N 1.662 -2.135 3.460 0.88 0.75 0.03 0.039
H 0.065 -4.275 3.174 0.08 0.05 -0.09 0.065
H -0.116 -3.679 4.819 0.13 0.02 0.14 0.073
H 0.802 -5.187 4.500 -0.45 -0.22 0.10 0.077
H 2.451 -3.361 4.915 0.00 -0.30 0.02 0.138
H 3.552 -3.714 2.440 0.41 0.24 0.55 0.100
H 2.084 -4.511 2.077 -0.40 0.19 -0.23 0.104
H 5.035 -5.802 2.475 0.13 0.21 -0.66 0.083
H 3.621 -6.347 1.435 0.07 0.14 -0.10 0.086
H 4.212 -7.265 2.859 -0.22 -0.13 -0.21 0.083
H 1.375 -1.511 4.201 0.08 0.10 0.18 0.082
H 0.920 -2.055 2.780 -0.30 -0.31 -0.36 0.034
C -4.663 1.882 -2.843 0.31 0.32 -0.56 -0.058
C -4.814 0.379 -3.190 0.01 1.98 -0.73 -0.391
C -4.488 0.063 -4.708 0.39 -0.71 1.84 -0.159
O -4.583 -1.381 -4.912 -0.28 1.22 -1.32 -0.205
C -4.339 -1.671 -6.311 -0.14 -0.15 0.51 -0.098
N -3.939 -0.306 -2.271 -0.73 -1.36 -0.73 0.053
H -4.495 2.088 -1.786 -0.56 -0.58 0.04 0.031
H -5.513 2.490 -3.155 0.09 0.04 -0.20 0.078
H -3.738 2.301 -3.237 0.02 0.00 -0.65 0.077
H -5.870 0.166 -3.025 0.03 -0.61 0.20 0.131
H -3.437 0.306 -4.868 0.18 0.37 -0.12 0.104
H -5.105 0.678 -5.363 -0.29 -0.35 -0.26 0.122
H -5.055 -1.180 -6.970 -0.24 0.20 0.15 0.081
H -4.418 -2.741 -6.501 -0.07 -0.01 0.43 0.086
H -3.346 -1.369 -6.645 0.26 0.18 0.28 0.073
H -4.035 -1.247 -2.626 0.29 -0.90 0.64 0.076
H -2.992 -0.090 -2.549 0.70 0.38 0.11 0.044
C 3.659 3.606 1.686 0.82 1.36 1.42 -0.043
C 2.735 2.959 2.676 -0.43 -0.17 0.80 -0.453
C 1.623 3.833 3.304 0.43 -0.79 -2.15 -0.211
O 2.159 4.984 3.857 -0.24 0.37 2.75 -0.164
C 2.537 4.779 5.271 0.67 0.34 -1.28 -0.056
N 2.142 1.903 1.956 -1.53 -1.51 -0.83 0.031
H 3.184 4.045 0.810 -0.19 -0.50 -0.10 0.073
H 4.443 2.875 1.484 -0.02 0.13 -0.55 0.079
H 4.125 4.445 2.203 0.36 0.16 -0.13 0.076
H 3.275 2.446 3.472 0.81 0.71 0.50 0.134
H 0.914 3.248 3.890 0.44 -0.10 0.83 0.105
H 0.987 4.072 2.452 -0.05 0.70 -0.25 0.118
H 1.749 4.662 6.015 -0.64 -0.03 -0.54 0.078
H 3.115 5.651 5.575 -0.01 0.01 -0.21 0.082
H 3.188 3.907 5.333 0.04 -0.08 0.04 0.079
H 2.873 1.293 1.619 0.22 -0.25 -0.21 0.043
H 1.639 1.311 2.602 -0.52 -0.33 0.14 0.076
C 2.983 -0.859 -0.376 -0.56 0.88 -0.46 -0.039
C 4.206 -1.125 0.477 0.19 -1.42 -0.33 -0.433
C 5.525 -0.619 -0.076 0.50 0.73 -0.19 -0.195
O 5.941 -1.245 -1.299 -0.08 0.75 -0.54 -0.165
C 6.824 -0.413 -2.065 0.46 0.46 0.39 -0.116
N 3.986 -0.689 1.840 0.15 1.28 0.17 0.047
H 2.713 0.183 -0.549 0.33 0.52 0.70 0.052
H 2.110 -1.280 0.121 -0.07 -0.31 -0.19 0.064
H 3.057 -1.162 -1.420 0.24 -0.88 0.18 0.085
H 4.293 -2.211 0.497 0.18 -0.49 -0.33 0.124
H 6.315 -0.743 0.664 0.14 -0.30 0.26 0.122
H 5.467 0.461 -0.207 -0.20 0.32 -0.26 0.116
H 7.191 -0.840 -2.998 -0.45 -0.79 0.26 0.084
H 7.715 -0.114 -1.514 0.26 -0.44 0.49 0.079
H 6.459 0.570 -2.365 -1.04 0.03 0.14 0.075
H 4.740 -0.870 2.488 0.35 -0.13 -0.29 0.080
H 3.174 -1.119 2.260 -0.45 -0.23 0.03 0.028
C -6.026 1.067 0.481 -0.01 -0.43 0.57 -0.041
C -4.697 0.799 1.235 -0.27 -0.23 -0.10 -0.342
C -4.630 -0.571 1.986 -0.10 -0.06 -1.22 -0.137
O -3.339 -0.734 2.570 0.11 0.78 0.10 -0.266
C -3.279 -1.684 3.609 -0.72 -0.24 0.32 -0.056
N -3.527 0.939 0.341 -0.48 -0.30 1.33 0.031
H -5.954 1.924 -0.189 0.19 0.20 0.33 0.065
H -6.804 1.264 1.219 -0.17 0.07 -0.08 0.076
H -6.380 0.265 -0.166 0.27 -0.36 0.13 0.076
H -4.597 1.566 2.004 0.05 0.08 0.07 0.129
H -4.750 -1.425 1.320 -0.04 0.04 -0.65 0.134
H -5.456 -0.722 2.681 0.16 0.57 0.58 0.130
H -2.276 -1.813 4.015 0.04 0.31 -0.44 0.096
H -3.667 -2.633 3.239 0.13 -0.27 0.00 0.097
H -3.949 -1.345 4.399 0.02 -0.06 0.29 0.096
H -3.623 1.823 -0.139 0.31 0.20 0.13 0.065
H -3.616 0.233 -0.376 0.08 -0.32 -0.63 0.037
C -1.216 -2.217 -3.601 -0.60 0.55 0.41 -0.038
C -0.280 -1.040 -3.733 0.31 -0.48 -0.67 -0.430
C -0.216 -0.504 -5.172 0.41 -0.98 -0.51 -0.176
O 0.319 -1.529 -6.001 1.13 -0.60 -1.33 -0.199
C 0.684 -1.133 -7.341 -0.62 0.47 0.38 -0.101
N -0.717 -0.007 -2.826 -0.13 0.08 -0.10 0.077
H -0.810 -3.129 -4.038 -0.49 0.16 -0.32 0.093
H -2.181 -1.835 -3.936 -0.25 -0.75 -0.78 0.062
H -1.435 -2.383 -2.546 0.41 -0.22 0.21 0.054
H 0.692 -1.455 -3.464 0.65 0.33 -0.17 0.133
H 0.439 0.362 -5.262 -0.21 0.43 0.24 0.124
H -1.201 -0.351 -5.613 -0.39 0.80 0.52 0.107
H -0.043 -0.456 -7.790 -0.59 0.03 0.17 0.075
H 0.755 -1.972 -8.033 -0.05 -0.37 0.57 0.082
H 1.604 -0.559 -7.447 0.45 -0.12 0.67 0.077
H 0.012 0.684 -2.718 0.05 0.26 -0.04 0.042
H -0.805 -0.478 -1.937 -0.33 0.24 0.48 0.035
C -1.372 3.823 0.004 0.83 -0.29 0.28 -0.044
C -0.588 2.628 -0.606 -1.24 0.39 0.31 -0.363
C 0.609 3.130 -1.439 -0.17 -0.99 -0.05 -0.132
O 1.217 2.078 -2.230 -0.03 0.53 0.85 -0.223
C 2.600 2.234 -2.422 0.84 -0.58 -0.26 -0.117
N -0.319 1.593 0.435 0.33 0.78 -1.34 0.060
H -1.726 4.540 -0.737 -0.39 -0.38 -0.21 0.076
H -0.773 4.449 0.666 0.45 -0.18 0.15 0.069
H -2.133 3.407 0.664 -0.29 0.21 -0.29 0.048
H -1.315 2.103 -1.226 0.11 0.21 -0.69 0.111
H 1.374 3.514 -0.765 -0.03 0.30 0.04 0.108
H 0.257 3.877 -2.151 0.00 0.36 0.21 0.130
H 3.028 1.246 -2.592 -0.13 -0.14 -0.12 0.079
H 3.163 2.630 -1.577 -0.41 0.16 0.47 0.079
H 2.898 2.840 -3.278 -0.47 0.28 -0.25 0.087
H 0.138 0.896 -0.135 0.17 -0.82 0.10 0.067
H 0.456 1.923 0.992 0.42 0.19 0.68 0.037
```
Forces are in eV/Å.

E_tot = -3743.62826 Ha
Expectation value of S² = 6.007
ΔE to the lowest compared entry with this formula, charge and spin = 160.1 kJ/mol
HOMO-LUMO gap (alpha / beta) = 8.794 / 8.052 eV
2S+1 = 5